Run one
A molecular structure, C6H7N. Source: OMol25; level of theory: ωB97M-V with the def2-TZVPD basis set.

```
14
Properties=species:S:1:pos:R:3
C 1.29409 -0.33600 -0.71971
C -0.52428 -1.35054 -0.26179
C -1.40370 -0.17529 -0.20337
C -0.67240 -0.72512 1.04942
N 0.02777 0.59153 1.28621
C 0.79258 0.83372 0.05780
C -0.64995 1.12342 0.08002
H 1.50069 -0.09667 -1.76801
H 2.14147 -0.83924 -0.24555
H 0.55636 -1.34301 -0.90915
H -2.43770 -0.21528 -0.53344
H -1.01434 -1.25570 1.93333
H 1.47919 1.67175 0.15579
H -1.08978 2.11644 0.07846
```

As for the gap between HOMO and LUMO: 9.268 eV. Its HOMO energy is -8.40 eV. Its LUMO energy is 0.87 eV. Its multiplicity is 1.

Mulliken atomic charge list, values in e, 8 entries: -0.748, -0.746, -0.399, -0.258, -0.573, 0.105, -0.118, 0.408

Run two
A single C6H7N molecule. Source: OMol25; level of theory: ωB97M-V with the def2-TZVPD basis set.

```
14
Properties=species:S:1:pos:R:3
C -0.73315 -1.47912 -0.24347
C -0.28730 -0.24821 0.52367
C -0.95310 1.09785 0.12113
C 0.41732 1.54706 -0.28456
C 1.00840 0.39090 0.05266
C 2.31003 -0.11081 0.00553
N 3.37020 -0.55201 -0.02515
H -0.69253 -1.29570 -1.31543
H -1.75342 -1.74285 0.02762
H -0.08377 -2.32158 -0.01445
H -0.30685 -0.43891 1.59891
H -1.40381 1.65966 0.93849
H -1.67060 1.01951 -0.69434
H 0.77856 2.47422 -0.69061
```

As for the gap between HOMO and LUMO: 10.554 eV. Its HOMO energy is -9.90 eV. Its LUMO energy is 0.65 eV. The SMILES is C[C@@H]1CC=C1C#N. Its multiplicity is 1.

Mulliken atomic charge list, values in e, 8 entries: -1.450, 0.304, -0.584, -0.528, 0.070, 0.245, -0.475, 0.363

Most stable: run two (next structure +0.1910 hartree)

Run one
A single C6H7N molecule. Source: OMol25; level of theory: ωB97M-V with the def2-TZVPD basis set.

```
14
Properties=species:S:1:pos:R:3
C 1.03826 0.91454 1.09878
C 0.30145 1.71791 0.31408
C -0.52291 1.44126 -0.67657
C -0.91614 -0.07586 -0.87759
C -0.37037 -0.90411 0.26464
C 0.73494 -1.80464 -0.08658
N 1.56427 -2.55321 -0.40701
H 1.83117 0.35452 0.59769
H 0.96066 0.71724 2.16923
H -0.89780 2.12542 -1.42656
H -0.48928 -0.38104 -1.83972
H -1.99737 -0.19439 -0.92728
H -1.06293 -1.42630 0.91013
H -0.17396 0.06865 0.88675
```

As for the gap between HOMO and LUMO: 9.804 eV. Its HOMO energy is -9.35 eV. Its LUMO energy is 0.45 eV. The SMILES is C=C=CCCC#N. Its multiplicity is 1.

Mulliken atomic charge list, values in e, 8 entries: -0.354, -0.315, -0.403, -0.531, -0.285, 0.184, -0.443, 0.302

Run two
A single C6H7N molecule. Source: OMol25; level of theory: ωB97M-V with the def2-TZVPD basis set.

```
14
Properties=species:S:1:pos:R:3
N 0.17891 3.75331 -0.35830
C 0.02674 2.63578 -0.09934
C -0.21333 1.22392 0.20322
C 0.94128 0.31491 -0.24677
C 0.73648 -1.16137 -0.05471
C -0.41337 -1.88735 0.05220
C -1.70863 -1.27096 -0.02327
H -0.36876 1.11174 1.28299
H 1.14495 0.47162 -1.31909
H 1.86951 0.60116 0.26706
H 1.67942 -1.71488 0.02118
H -0.27190 -2.95939 0.22595
H -1.14163 0.89197 -0.26997
H -2.45969 -2.01045 0.31887
```

As for the gap between HOMO and LUMO (alpha / beta): 7.353 / 7.467 eV. Its HOMO energy (alpha / beta) is -8.69 / -8.82 eV. Its LUMO energy (alpha / beta) is -1.34 / -1.35 eV. Its multiplicity is 1.

Mulliken atomic charge list, values in e, 8 entries: -0.428, 0.066, -0.325, -0.335, -0.329, -0.036, -0.698, 0.302

Most stable: run one (next structure +0.0037 hartree)

Run one
A single C6H7N molecule. Source: OMol25; level of theory: ωB97M-V with the def2-TZVPD basis set.

```
14
Properties=species:S:1:pos:R:3
H -4.50032 -0.15883 0.29307
N -3.60969 -0.43509 0.04636
C -2.84861 0.56159 -0.16589
C -1.39360 0.29356 -0.23379
C -0.22839 0.97154 -0.42802
C -0.33832 -0.43405 0.45963
C 0.82196 -0.10637 -0.42587
C 2.20021 -0.06681 0.07165
H -3.15792 1.61737 -0.20620
H -0.26643 -0.49935 1.56201
H 0.64350 -0.64482 -1.39717
H 2.61379 -0.67606 0.79716
H 2.48459 0.89756 0.42944
H 2.78928 -0.36805 -0.83409
```

As for the gap between HOMO and LUMO: 8.307 eV. Its HOMO energy is -8.19 eV. Its LUMO energy is 0.12 eV. The SMILES is [H]/N=C/C1=C2[C@@H]1[C@@H]2C. Its multiplicity is 1.

Mulliken atomic charge list, values in e, 8 entries: 0.253, -0.540, -0.278, 0.662, -0.919, -0.546, 0.812, -1.306

Run two
A single C6H7N molecule. Source: OMol25; level of theory: ωB97M-V with the def2-TZVPD basis set.

```
14
Properties=species:S:1:pos:R:3
C -0.61198 -0.84748 -0.15383
C -1.66831 0.17337 -0.24784
C -2.10298 -1.09298 0.45312
C 0.69765 -0.05424 0.19270
C -0.91155 1.50958 0.20846
C 1.95262 -0.85974 0.25420
N 0.55953 1.22765 0.14129
H -0.54808 -1.42938 -1.06655
H -2.11474 0.21450 -1.23184
H -0.95844 2.37502 -0.44974
H -1.22460 1.85412 1.12257
H 2.36568 -0.78911 -0.68541
H 1.87070 -1.85737 0.58022
H 2.69449 -0.42396 0.88266
```

As for the gap between HOMO and LUMO: 8.187 eV. Its HOMO energy is -9.00 eV. Its LUMO energy is -0.81 eV. Its multiplicity is 1.

Mulliken atomic charge list, values in e, 8 entries: -0.211, 0.045, -0.354, 0.751, -0.535, -1.349, -0.605, 0.297

Most stable: run one (next structure +0.0314 hartree)

Run one
A single H4OP2S molecule. Source: OMol25; level of theory: ωB97M-V with the def2-TZVPD basis set.

```
8
Properties=species:S:1:pos:R:3
O 2.06863 -0.83635 0.48186
P 1.62990 0.73041 0.32531
P -0.73848 -0.03005 -0.29397
S -2.90987 0.30819 0.45709
H 2.71476 -1.13097 1.13499
H 1.77408 0.97142 -1.12198
H -1.00045 0.95252 -1.25482
H -3.53858 -0.96517 0.27151
```

As for the gap between HOMO and LUMO: 7.500 eV. Its HOMO energy is -8.35 eV. Its LUMO energy is -0.85 eV. The SMILES is O[PH]#[PH]S. Its multiplicity is 1.

Per-atom Mulliken charges, elementary charge units: -0.459, 0.120, 0.048, -0.350, 0.348, 0.072, 0.062, 0.158

Run two
2 unconnected molecules or ions with the total composition H4OP2S. Source: OMol25; level of theory: ωB97M-V with the def2-TZVPD basis set.

```
8
Properties=species:S:1:pos:R:3
O 0.26696 -0.84886 -0.22782
P 0.94563 -0.82464 -1.56901
P -0.80794 0.96780 2.32478
S -1.88571 0.27071 0.66977
H 0.39790 -1.71830 -2.73303
H 1.09692 0.37870 -2.16649
H 0.01283 -0.06448 2.11024
H -0.02660 1.83905 1.59158
```

As for the gap between HOMO and LUMO (alpha / beta): 7.392 / 7.041 eV. Its HOMO energy (alpha / beta) is -8.65 / -8.71 eV. Its LUMO energy (alpha / beta) is -1.26 / -1.67 eV. Its multiplicity is 1.

Per-atom Mulliken charges, elementary charge units: -0.384, 0.197, 0.002, -0.130, 0.096, 0.087, 0.078, 0.053

Most stable: run one (next structure +0.0566 hartree)

Run one
3 unconnected molecules or ions with the total composition C3H12O4. Source: OMol25; level of theory: ωB97M-V with the def2-TZVPD basis set.

```
19
Properties=species:S:1:pos:R:3
O 1.27811 -0.27648 3.02093
C -0.13733 -0.39491 2.69736
C -0.21665 -0.14872 1.19654
C -1.65982 -0.17922 0.64118
O -1.87071 0.56682 -0.51543
H 1.35786 -0.06920 3.95592
H -0.62433 0.39866 3.26384
H -0.45445 -1.40905 2.93409
H 0.27040 -1.01799 0.73951
H 0.38646 0.71426 0.92266
H -2.35246 0.10952 1.43753
H -1.90791 -1.24101 0.48898
H -1.13683 0.46544 -1.13822
O 4.17708 2.67010 -2.73357
H 3.76763 2.34187 -3.53639
H 4.37797 1.92274 -2.17533
O -1.90378 -1.47588 -3.38827
H -2.00715 -2.18007 -4.03654
H -1.34407 -0.79686 -3.77476
```

As for the gap between HOMO and LUMO: 10.420 eV. Its HOMO energy is -10.01 eV. Its LUMO energy is 0.41 eV. The SMILES is OCCCO.O.O. Its multiplicity is 1.

Mulliken atomic charge list, values in e, 8 entries: -0.516, -0.445, -0.583, -0.348, -0.507, 0.289, 0.367, 0.245

Run two
4 unconnected molecules or ions with the total composition C3H12O4. Source: OMol25; level of theory: ωB97M-V with the def2-TZVPD basis set.

```
19
Properties=species:S:1:pos:R:3
C 1.24033 2.29679 -0.67082
C 0.71668 1.60243 0.35190
C 1.29020 0.44941 1.02161
O 0.20895 -0.33102 1.54896
H 0.78361 3.16887 -1.17007
H 2.10466 1.99162 -1.26473
H -0.30992 2.12219 0.53513
H 1.78360 -0.17537 0.22851
H 1.94386 0.74948 1.95220
H 0.20473 -1.25442 1.38112
O -1.99587 0.59113 -0.15940
H -2.78608 0.66936 0.47640
H -1.40603 0.52858 0.69263
O -1.08436 -1.72049 -1.95010
H -1.99048 -1.36556 -1.91286
H -0.64489 -0.87984 -1.81345
O 0.02864 -2.70523 0.55387
H 0.64944 -3.26497 0.17154
H -0.73706 -2.47297 0.02758
```

As for the gap between HOMO and LUMO: 10.315 eV. Its HOMO energy is -9.64 eV. Its LUMO energy is 0.67 eV. The SMILES is C=CCO.O.O.O. Its multiplicity is 1.

Mulliken atomic charge list, values in e, 8 entries: -0.992, -0.104, 0.121, -0.584, 0.254, 0.255, 0.249, 0.281

Run three
5 unconnected molecules or ions with the total composition C3H12O4. Source: OMol25; level of theory: ωB97M-V with the def2-TZVPD basis set.

```
19
Properties=species:S:1:pos:R:3
C 1.05239 0.94991 -0.27427
O 0.48970 0.60982 -1.52731
C 1.70130 -0.29811 0.25486
C 2.50286 -0.30063 1.37222
H 1.76701 1.73912 -0.50901
H 0.20588 1.21595 0.39937
H 0.63439 -0.77525 1.41973
H 1.47450 -1.19494 -0.32948
H 3.01756 -1.19420 1.70007
H 2.53488 0.61253 1.96649
H -1.50822 1.41899 -0.67591
H -2.06273 0.86505 0.60350
O -1.90992 1.73493 0.15001
H -1.54509 -1.10406 0.24930
H -3.06818 -0.99679 0.68760
O -2.17749 -0.75180 0.95451
H 0.06448 -0.36197 -1.40566
H -1.16440 -2.02317 -1.38434
O -0.47385 -1.55009 -0.91352
```

As for the gap between HOMO and LUMO: 6.573 eV. Its HOMO energy is -9.17 eV. Its LUMO energy is -2.59 eV. Its multiplicity is 1.

Mulliken atomic charge list, values in e, 8 entries: -0.216, -0.643, -0.339, -0.585, 0.320, 0.355, 0.400, 0.505

Run four
3 unconnected molecules or ions with the total composition C3H12O4. Source: OMol25; level of theory: ωB97M-V with the def2-TZVPD basis set.

```
19
Properties=species:S:1:pos:R:3
O -1.30379 1.28765 2.24961
C -1.13012 0.41238 1.12682
C 0.14355 0.78870 0.35548
C 0.25891 -0.09459 -0.91829
O 1.47907 0.08559 -1.62728
H -0.42502 1.48953 2.58884
H -1.93541 0.71712 0.46336
H -0.97558 -0.61433 1.45130
H 1.01401 0.68030 1.00856
H 0.10189 1.82606 0.00167
H -0.56802 0.14694 -1.58260
H 0.24627 -1.12290 -0.56613
H 1.61865 1.02418 -1.75316
O -2.52091 -1.62366 -1.01979
H -2.84170 -2.42863 -1.44918
H -3.21022 -0.98978 -1.23512
O 3.36423 -0.37417 0.67035
H 3.80212 -1.16086 0.34367
H 2.88207 -0.04953 -0.10811
```

As for the gap between HOMO and LUMO: 10.751 eV. Its HOMO energy is -10.20 eV. Its LUMO energy is 0.55 eV. The SMILES is OCCCO.O.O. Its multiplicity is 1.

Mulliken atomic charge list, values in e, 8 entries: -0.526, -0.257, -0.673, -0.481, -0.579, 0.311, 0.188, 0.289

Most stable: run four (next structure +0.0121 hartree)